# 1
The following is a quantum chemistry calculation of C50H41AsCl5F6N8O5Rb as an isolated structure in a non-equilibrium geometry, from the OMol25 dataset.

relative energy (zero: lowest compared OMol25 entry of this formula, charge and spin) = 40.9 kJ/mol
molar mass = 1285.6 g/mol

Structure (ORCA input):
```
! RIJCOSX wB97M-V def2-TZVPD def2/J DEFGRID3
* xyz -1 2
Rb -0.7872 0.5085 -0.2888
Cl -2.6796 -6.7017 -4.0843
C -2.5820 -5.1965 -3.2958
C -1.8669 -5.0058 -2.1583
C -1.7076 -3.7543 -1.5883
Cl -0.5824 -3.7032 -0.2778
C -2.1715 -2.5525 -2.1465
O -1.8348 -1.3981 -1.7769
C -3.0392 -2.8211 -3.2480
Cl -3.8919 -1.4563 -4.0275
C -3.2836 -4.0771 -3.8550
H -1.3889 -5.8370 -1.6888
H -3.9212 -4.1578 -4.7404
O 4.5220 3.0490 0.5121
C 4.7837 4.1245 0.6737
O -5.0876 -2.2970 -0.1419
N -5.1185 -2.3838 -1.2985
Cl -1.7719 1.2035 4.2156
C -1.9841 -0.1423 5.2275
C -1.9397 -0.0630 6.5652
C -2.0835 -1.2004 7.3832
C -2.3477 -2.4559 6.8202
C -2.3939 -2.5853 5.4686
Cl -2.5428 -4.1266 4.8019
C -2.2467 -1.4693 4.5638
N -2.2272 -1.6419 3.2642
H -1.7218 0.8713 7.0199
H -1.9962 -1.1016 8.4357
H -2.4356 -3.3828 7.4246
N 3.8829 -1.7823 8.0350
C 3.2729 -1.6486 7.0499
C 2.5363 -1.4997 5.8318
C 1.4869 -2.2782 5.4496
C 0.9600 -2.1596 4.1638
N 1.3616 -1.2028 3.3514
C 2.3088 -0.3511 3.7619
C 2.9695 -0.4866 4.9872
H 1.1792 -3.1062 6.0782
H 0.2231 -2.7846 3.8071
H 2.6090 0.3598 2.9785
H 3.8143 0.1522 5.1882
C -5.6422 2.2485 1.4719
C -4.7024 1.4866 0.5265
O -4.4936 0.3097 0.7271
C -4.3192 2.2185 -0.7011
C -3.6131 1.5110 -1.6639
C -3.0726 2.1853 -2.7918
C -3.1572 3.5474 -2.8651
C -3.9195 4.2721 -1.9598
C -4.4863 3.6036 -0.8878
H -5.9578 1.6102 2.2643
H -6.4671 2.5896 0.8871
H -5.0940 3.1460 1.7988
H -3.4966 0.4593 -1.5451
H -2.5001 1.5590 -3.4662
H -2.6548 4.0535 -3.7045
H -4.0172 5.3462 -2.0604
H -5.0123 4.1593 -0.1346
F 2.1437 3.5951 -2.1982
As 0.6860 4.5146 -2.1429
F 1.2336 5.2664 -0.6771
F -0.0998 3.2066 -1.2150
F -0.8215 5.3277 -1.9353
F 0.1999 3.8622 -3.6976
F 1.3146 5.9591 -2.9898
N 4.2691 -9.2265 -1.9971
C 4.0849 -8.1121 -1.8407
C 3.9757 -6.6976 -1.6405
C 4.8591 -6.0096 -0.7870
C 4.7519 -4.6540 -0.5502
C 3.6974 -3.9189 -1.1666
C 2.8484 -4.5982 -2.0508
C 2.9900 -5.9430 -2.2343
N 3.5100 -2.5614 -0.9458
C 4.3915 -1.6188 -0.4179
C 3.6705 -0.4699 -0.3303
N 2.4171 -0.6296 -0.8346
C 2.3371 -1.8577 -1.1891
H 5.6957 -6.5286 -0.3557
H 5.4013 -4.1909 0.1377
H 2.0563 -4.0766 -2.5486
H 2.2758 -6.4518 -2.8852
H 5.3616 -1.8319 -0.0719
H 3.9618 0.5063 0.0361
H 1.4591 -2.3711 -1.5662
C 0.2747 -1.9578 -5.1187
C 1.7613 -1.7460 -4.9118
O 2.5053 -2.7272 -4.9516
C 2.2644 -0.3630 -4.7335
C 3.4977 -0.2663 -4.0366
C 4.1312 1.0054 -3.8947
C 3.4403 2.1341 -4.3118
C 2.2078 2.0078 -4.9225
C 1.5981 0.7795 -5.0687
H 0.0137 -2.8808 -4.5755
H 0.1304 -2.2042 -6.1898
H -0.2834 -1.0759 -4.8212
H 3.9012 -1.2002 -3.7116
H 5.0777 1.0236 -3.3824
H 3.8777 3.1459 -4.1938
H 1.7030 2.9139 -5.2059
H 0.5871 0.7401 -5.5104
C 0.5115 4.9561 2.0990
C -0.9433 5.3379 2.1545
C -1.3185 5.7238 3.5930
C -1.2856 6.4597 1.1812
C -1.8459 4.1963 1.7846
N -2.5813 3.3495 1.5280
H 1.0976 5.8683 2.1663
H 0.7992 4.4087 1.2034
H 0.7774 4.3220 2.9978
H -0.7912 6.6482 3.8659
H -1.0508 4.9800 4.3019
H -2.3888 5.9459 3.5825
H -0.6024 7.2833 1.4304
H -2.3207 6.7583 1.2542
H -1.0867 6.1801 0.1552
*
```

# 2
The following is a quantum chemistry calculation of C50H41BrCl5KN6O5 as an isolated structure in a non-equilibrium geometry, from the OMol25 dataset.

relative energy (zero: lowest compared OMol25 entry of this formula, charge and spin) = 189.7 kJ/mol
molar mass = 1102.2 g/mol

Structure (ORCA input):
```
! RIJCOSX wB97M-V def2-TZVPD def2/J DEFGRID3
* xyz -2 1
K -0.0456 1.3829 -1.4698
O 0.3387 1.9512 0.8085
C 0.0338 3.3072 1.1284
C -1.0374 3.8796 0.0653
O -1.4491 5.0176 0.2593
O -1.3082 3.0805 -0.8376
C -0.4794 3.3248 2.5568
C 0.3128 2.7372 3.5401
C -0.1366 2.6262 4.8416
C -1.3976 3.0878 5.1816
C -2.1847 3.6903 4.2168
C -1.7288 3.8110 2.9152
C 1.2210 4.1873 0.8961
C 1.4914 5.2823 1.7141
C 2.5304 6.1455 1.4151
C 3.3118 5.9392 0.2923
C 3.0371 4.8633 -0.5372
C 2.0058 3.9956 -0.2400
H -0.5202 1.5295 0.6270
H 1.2942 2.3706 3.2731
H 0.4988 2.1846 5.5974
H -1.7642 2.9840 6.1949
H -3.1630 4.0736 4.4789
H -2.3359 4.2972 2.1684
H 0.8756 5.4692 2.5819
H 2.7243 6.9954 2.0566
H 4.1212 6.6181 0.0551
H 3.6168 4.7063 -1.4363
H 1.7915 3.1773 -0.9098
C -4.2072 1.9040 1.6394
C -3.2606 1.5103 0.6830
N -2.3635 0.5840 0.8999
C -2.3858 -0.0772 2.0622
C -3.2760 0.2617 3.1061
C -4.1907 1.3015 2.8703
C -3.2600 -0.4778 4.3205
C -2.4722 -1.5693 4.4595
C -1.6277 -1.9990 3.3994
C -0.8829 -3.1884 3.4624
C -0.1105 -3.5471 2.3866
C -0.0651 -2.6903 1.2758
N -0.7444 -1.5770 1.1969
C -1.5384 -1.2300 2.2118
H -4.9237 2.6726 1.3939
H -3.2349 1.9750 -0.2894
H -4.8901 1.5856 3.6483
H -3.9240 -0.1626 5.1151
H -2.4816 -2.1519 5.3728
H -0.9379 -3.8102 4.3506
H 0.4577 -4.4659 2.3834
H 0.5406 -2.9264 0.4132
Br -3.4415 1.3907 -3.6345
C -1.8463 0.9882 -4.5826
C -1.9092 0.7693 -5.9488
C -0.7101 0.5079 -6.5927
C 0.4547 0.4575 -5.8516
C 0.3902 0.6748 -4.4779
N -0.7536 0.9539 -3.8646
C 1.6443 0.5710 -3.5955
O 2.3641 -0.4127 -3.8039
O 1.8040 1.4756 -2.7665
H -2.8504 0.7814 -6.4729
H -0.6975 0.3350 -7.6592
H 1.4069 0.2322 -6.3053
N 0.9615 -2.2858 -2.0770
C 0.8390 -3.6385 -2.0627
C 1.9193 -4.4720 -2.3796
C 1.8070 -5.8417 -2.2592
C 0.6274 -6.4210 -1.8142
C -0.4546 -5.6025 -1.5137
C -0.3581 -4.2367 -1.6387
H 1.6745 -1.8590 -2.6568
H 0.0970 -1.7689 -2.0249
H 2.8399 -4.0203 -2.7194
H 2.6506 -6.4677 -2.5233
H 0.5430 -7.4962 -1.7221
H -1.3896 -6.0393 -1.1855
H -1.2072 -3.5985 -1.4330
C 2.6065 -0.6489 1.7711
C 3.9423 -0.4494 2.5249
N 5.0594 -0.6111 1.5973
C 4.9929 0.4587 0.6006
C 3.5980 0.4660 -0.0684
N 2.8610 -0.7216 0.3416
C 3.6569 -1.9006 0.0407
C 4.9323 -1.8981 0.9153
H 1.9157 0.1756 1.9469
H 2.1208 -1.5776 2.0775
H 4.0624 -1.1779 3.3344
H 4.0120 0.5549 2.9510
H 5.7908 0.2824 -0.1249
H 5.1960 1.4013 1.1163
H 3.6627 0.4680 -1.1556
H 3.0205 1.3364 0.2383
H 3.9010 -1.8686 -1.0209
H 3.0508 -2.7889 0.2239
H 5.8344 -2.0506 0.3143
H 4.8954 -2.6774 1.6834
Cl -4.0798 -2.0435 0.1696
C -4.0402 -2.1799 -1.5705
C -2.8023 -2.0838 -2.2027
C -2.8924 -2.2660 -3.5820
Cl -1.4077 -2.2346 -4.5087
C -4.0668 -2.4982 -4.2846
Cl -4.0828 -2.7111 -6.0099
C -5.2652 -2.5728 -3.5862
Cl -6.7504 -2.8822 -4.4179
C -5.2525 -2.4124 -2.2060
Cl -6.7520 -2.5044 -1.3330
*
```

# 3
The following is a quantum chemistry calculation of C50H42N4O2PS3SiW as an isolated structure, from the OMol25 dataset.

molar mass = 1070.0 g/mol
calculated total energy = -114085.502 eV

Structure (ORCA input):
```
! RIJCOSX wB97M-V def2-TZVPD def2/J DEFGRID3
* xyz 1 1
W -0.4348 -0.6969 0.1625
C 4.9383 -4.1180 3.3905
Si 4.1432 -3.2122 1.9644
C 4.8989 -1.5128 1.7505
C 4.2945 -4.2239 0.4032
C 2.3211 -2.9423 2.4090
C 1.7988 -3.2429 3.6553
C 0.4802 -2.9119 3.9871
C -0.2835 -2.2416 3.0666
N 0.1881 -1.9473 1.8416
C 1.4322 -2.3388 1.5052
S 1.7196 -1.9405 -0.1511
H 5.9883 -4.3035 3.1539
H 4.4709 -5.0897 3.5656
H 4.9085 -3.5465 4.3204
H 5.9563 -1.5826 1.4849
H 4.8239 -0.9340 2.6752
H 4.3868 -0.9642 0.9587
H 5.3467 -4.4558 0.2222
H 3.9121 -3.6894 -0.4677
H 3.7545 -5.1692 0.4842
H 2.4213 -3.7272 4.3975
H 0.0662 -3.1552 4.9550
H -1.2960 -1.9411 3.2945
C -6.5364 0.9144 0.4150
C -6.2036 -0.3176 -0.1315
C -4.9329 -0.5307 -0.6477
C -3.9953 0.4992 -0.6358
C -4.3317 1.7344 -0.0814
C -5.5983 1.9390 0.4435
P -2.3202 0.2328 -1.2807
C -2.0322 1.6431 -2.3823
C -2.3784 1.6120 -3.7294
C -2.0778 2.6914 -4.5474
C -1.4382 3.8046 -4.0201
C -1.0967 3.8426 -2.6740
C -1.3865 2.7617 -1.8557
C -2.2115 -1.3358 -2.1360
C -2.9426 -1.9241 -3.1655
C -2.5413 -3.1713 -3.6114
C -1.4374 -3.7974 -3.0312
C -0.7254 -3.2002 -2.0006
C -1.1075 -1.9478 -1.5123
H -7.5277 1.0782 0.8169
H -6.9330 -1.1166 -0.1520
H -4.6672 -1.4989 -1.0518
H -3.6096 2.5432 -0.0715
H -5.8581 2.9022 0.8633
H -2.8545 0.7352 -4.1509
H -2.3323 2.6568 -5.5988
H -1.2025 4.6447 -4.6604
H -0.5940 4.7093 -2.2641
H -1.0895 2.7734 -0.8107
H -3.8018 -1.4302 -3.6047
H -3.0810 -3.6608 -4.4117
H -1.1363 -4.7735 -3.3915
H 0.1274 -3.7123 -1.5723
S 3.6385 1.8808 5.3273
C 2.8588 1.9185 6.8461
C 1.5086 1.7987 6.7266
C 1.0922 1.7066 5.3725
C 2.1393 1.7577 4.4964
C 2.0721 1.7032 3.0330
C 1.1622 0.8162 2.4381
N 1.0040 0.6979 1.1309
C 1.7679 1.4758 0.3297
C 2.7121 2.3796 0.8227
C 3.4693 3.1644 -0.1114
C 3.2817 3.0272 -1.4396
C 2.3245 2.0908 -1.9609
C 2.1173 1.9016 -3.3301
C 1.2146 0.9503 -3.7534
C 0.5324 0.2115 -2.7748
N 0.6592 0.3985 -1.4683
C 1.5733 1.3234 -1.0655
C 0.9328 0.7077 -5.1710
C 1.2234 1.5210 -6.2310
C 0.7720 0.9998 -7.4700
C 0.1466 -0.2006 -7.3282
S 0.0996 -0.7056 -5.6989
C 2.8588 2.4800 2.2110
H 3.4397 2.0130 7.7490
H 0.8343 1.8003 7.5699
H 0.0613 1.6627 5.0482
H 0.5548 0.1841 3.0688
H 4.1961 3.8666 0.2762
H 3.8569 3.6159 -2.1426
H 2.6889 2.4829 -4.0420
H -0.1626 -0.5538 -3.0820
H 1.7238 2.4738 -6.1347
H 0.9084 1.4934 -8.4205
H -0.2811 -0.8224 -8.0977
H 3.5670 3.1839 2.6318
O -1.4453 2.3699 2.6293
C -2.0530 1.3369 2.5108
C -3.3475 0.9488 3.2300
C -3.7312 -0.4237 2.6595
C -2.5929 -0.6856 1.7231
O -2.3682 -1.6481 0.9472
N -1.6734 0.2699 1.7024
H -4.0971 1.7157 3.0437
H -3.1567 0.9317 4.3031
H -4.6692 -0.4179 2.1049
H -3.7967 -1.2164 3.4059
*
```

# 4
The following is a quantum chemistry calculation of C50H42NNiO6P2SSi as an isolated structure in a non-equilibrium geometry, from the OMol25 dataset.

molar mass = 933.7 g/mol
calculated total energy = -144645.529 eV

Structure (ORCA input):
```
! RIJCOSX wB97M-V def2-TZVPD def2/J DEFGRID3
* xyz -1 3
Ni -0.2077 0.6581 -0.7048
C -0.4850 4.5288 -1.5616
Si -0.3984 2.9608 -0.4609
C 1.2379 3.3289 0.5017
C 1.4060 4.4688 1.2872
C 2.5733 4.6779 2.0058
C 3.6109 3.7557 1.9357
C 3.4769 2.6256 1.1461
C 2.2926 2.4106 0.4437
P 2.0474 0.9393 -0.6100
C 2.9637 -0.4182 0.1859
C 2.8728 -0.5995 1.5675
C 3.3444 -1.7642 2.1532
C 3.8974 -2.7691 1.3719
C 3.9760 -2.6076 -0.0039
C 3.5039 -1.4460 -0.5940
C 3.0805 1.4174 -2.0415
C 2.4338 1.9773 -3.1422
C 3.1617 2.4267 -4.2330
C 4.5436 2.3156 -4.2355
C 5.1955 1.7622 -3.1415
C 4.4705 1.3178 -2.0475
C -1.8295 3.1043 0.7983
C -2.6741 4.2108 0.8629
C -3.7640 4.2353 1.7211
C -4.0211 3.1499 2.5450
C -3.1952 2.0377 2.4965
C -2.1210 2.0034 1.6152
P -1.0368 0.5279 1.5224
C -0.3607 0.6830 3.2411
C -0.9642 0.0860 4.3469
C -0.4912 0.3347 5.6266
C 0.5977 1.1703 5.8263
C 1.2128 1.7635 4.7343
C 0.7328 1.5208 3.4562
C -2.0476 -0.9691 1.6982
C -1.3766 -2.1036 2.1546
C -2.0330 -3.3180 2.2531
C -3.3618 -3.4139 1.8671
C -4.0315 -2.2895 1.4072
C -3.3836 -1.0663 1.3225
H -0.4788 5.4188 -0.9269
H -1.3868 4.5459 -2.1770
H 0.3841 4.5823 -2.2202
H 0.5984 5.1904 1.3563
H 2.6766 5.5566 2.6317
H 4.5213 3.9163 2.5001
H 4.2832 1.9026 1.0940
H 2.4209 0.1715 2.1815
H 3.2629 -1.8938 3.2253
H 4.2503 -3.6831 1.8312
H 4.3883 -3.3940 -0.6225
H 3.5348 -1.3394 -1.6721
H 1.3512 2.0585 -3.1361
H 2.6518 2.8617 -5.0832
H 5.1156 2.6569 -5.0889
H 6.2750 1.6781 -3.1418
H 4.9893 0.8900 -1.1995
H -2.4871 5.0676 0.2247
H -4.4198 5.0975 1.7448
H -4.8701 3.1665 3.2173
H -3.3992 1.1871 3.1361
H -1.8041 -0.5831 4.2121
H -0.9783 -0.1244 6.4781
H 0.9660 1.3562 6.8277
H 2.0643 2.4188 4.8711
H 1.2071 1.9965 2.6115
H -0.3273 -2.0284 2.4245
H -1.5111 -4.1975 2.6060
H -3.8621 -4.3730 1.9033
H -5.0643 -2.3664 1.0915
H -3.9033 -0.2030 0.9293
O -4.5159 -0.7195 -4.0341
C -3.2049 -0.5185 -4.1757
C -2.5691 -0.8904 -5.3645
C -1.2184 -0.6594 -5.5384
C -0.4641 -0.0415 -4.5427
C -1.0957 0.2933 -3.3598
C -2.4393 0.0409 -3.1426
C -3.0516 0.2738 -1.7887
O -4.2904 0.2136 -1.6814
O -2.2597 0.4935 -0.8198
H -4.7251 -0.4209 -3.1029
H -3.1617 -1.3718 -6.1317
H -0.7413 -0.9645 -6.4613
H 0.5894 0.1647 -4.6883
H -0.5414 0.7741 -2.5466
N 0.1584 -1.6256 -1.2153
C -0.3141 -2.9558 -0.9674
C -1.3809 -3.4774 -1.6891
C -1.7739 -4.7947 -1.4865
C -1.0944 -5.5800 -0.5718
C -0.0424 -5.0621 0.1636
C 0.3434 -3.7460 -0.0304
S -1.4272 -7.3525 -0.4574
O -1.3885 -7.6484 0.9685
O -0.3107 -7.9142 -1.2106
O -2.7275 -7.5402 -1.0799
H 1.1345 -1.5903 -0.9559
H 0.0749 -1.4330 -2.2060
H -1.8975 -2.8471 -2.4083
H -2.5952 -5.2378 -2.0340
H 0.4625 -5.7042 0.8742
H 1.1698 -3.3253 0.5374
*
```

- The lowest molar mass belongs to which entry?
  C50H42NNiO6P2SSi

- Among the records above, which one has the lowest molar mass?
  C50H42NNiO6P2SSi